Entry 1:
The following is a quantum chemistry calculation of a molecular structure, C18H28AuBN6Te, from the Open Molecules 2025 dataset.

The LUMO energy (alpha / beta) comes out at 0.39 / -2.19 eV. The electronic energy comes out at -39724.9882 eV. As for the spin multiplicity: 3. As for the expectation value of S²: 2.01. As for the HOMO energy (alpha / beta): -8.73 / -8.73 eV. The HOMO-LUMO gap (alpha / beta) comes out at 9.1 / 6.5 eV.

Last column: Löwdin charge in e.
CARTESIAN COORDINATES (ANGSTROEM)
Au: -0.0033 0.0705 0.5686  0.41
C: 5.1921 -0.3044 0.5006  -0.08
C: 3.7362 0.1445 0.5430  -0.39
C: 3.6120 1.5610 1.1084  -0.08
C: 3.0934 0.0617 -0.8128  -0.28
C: 3.6723 -0.0112 -2.0888  -0.01
C: 2.5977 -0.0029 -2.9568  -0.07
N: 1.4688 0.0308 -2.2358  -0.03
N: 1.7714 0.0686 -0.9188  0.02
B: 0.0072 0.0215 -2.7417  -0.52
N: -0.7196 -1.2500 -2.2421  -0.03
C: -1.2656 -2.2213 -2.9857  -0.07
C: -1.8047 -3.1669 -2.1392  -0.01
C: -1.5363 -2.6840 -0.8514  -0.29
N: -0.8828 -1.5281 -0.9244  0.04
C: -1.9025 -3.3174 0.4622  -0.37
C: -2.8703 -2.4433 1.2600  -0.08
C: -0.6635 -3.6848 1.2785  -0.08
N: -0.7360 1.2866 -2.2561  -0.03
C: -1.3119 2.2533 -2.9857  -0.07
C: -1.8693 3.1791 -2.1289  -0.01
C: -1.5811 2.6895 -0.8438  -0.29
N: -0.9011 1.5546 -0.9397  0.02
C: -1.9292 3.2578 0.4991  -0.39
C: -1.2738 4.6221 0.7057  -0.06
C: -3.4432 3.3264 0.6897  -0.06
H: 5.6261 -0.2806 1.5014  0.08
H: 5.7846 0.3612 -0.1320  0.08
H: 5.2911 -1.3181 0.1098  0.08
H: 3.1837 -0.5370 1.1985  0.12
H: 4.1693 2.2626 0.4819  0.09
H: 4.0202 1.6118 2.1203  0.08
H: 2.5719 1.8914 1.1347  0.04
H: 4.7176 -0.0466 -2.3417  0.10
H: 2.5534 -0.0370 -4.0326  0.12
H: 0.0142 0.0135 -3.9479  0.12
H: -1.2288 -2.1654 -4.0609  0.12
H: -2.3182 -4.0759 -2.4027  0.10
H: -2.4222 -4.2443 0.2035  0.13
H: -2.4095 -1.4844 1.5063  0.02
H: -3.1567 -2.9361 2.1915  0.08
H: -3.7759 -2.2358 0.6878  0.08
H: -0.0861 -2.7916 1.5258  0.02
H: -0.0095 -4.3556 0.7195  0.08
H: -0.9482 -4.1784 2.2102  0.08
H: -1.2830 2.2095 -4.0619  0.12
H: -2.4052 4.0753 -2.3915  0.10
H: -1.5193 2.5617 1.2371  0.08
H: -1.6444 5.3425 -0.0278  0.08
H: -0.1904 4.5603 0.5940  0.08
H: -1.4973 5.0124 1.7006  0.08
H: -3.8937 3.9996 -0.0441  0.08
H: -3.6917 3.7014 1.6846  0.08
H: -3.9011 2.3441 0.5661  0.08
Te: 0.0049 0.1340 3.0583  0.41

***

Entry 2:
The following is a quantum chemistry calculation of 2 unconnected molecules or ions with the total composition C2H7IN3 at a distorted geometry, from the Open Molecules 2025 dataset.

The LUMO energy comes out at -4.28 eV. The electronic energy comes out at -14748.3339 eV. Its net charge is +1. For the relative energy (zero: lowest compared OMol25 entry of this formula, charge and spin), the calculation gives 71.9 kcal/mol. As for the HOMO energy: -13.88 eV. The HOMO-LUMO gap comes out at 9.6 eV.

Last column: Löwdin charge in e.
CARTESIAN COORDINATES (ANGSTROEM)
C: 0.4854 0.5189 -0.1238  -0.48
C: 0.0121 -0.9118 -0.4659  -0.65
N: -0.7553 0.6720 0.6621  0.07
N: 1.7086 0.6791 0.4835  0.07
N: -1.2710 -0.6022 0.2551  0.03
I: -0.3161 -1.4215 -2.5340  0.93
H: 0.6142 1.2898 -1.4383  0.24
H: 0.5894 -1.7098 -0.0013  0.09
H: -1.3651 1.4761 0.5672  0.15
H: 1.8312 0.1940 1.3653  0.10
H: 2.0509 1.6286 0.5386  0.10
H: -2.0959 -0.5989 -0.3699  0.16
H: -1.4883 -1.2142 1.0613  0.20

***

Entry 3:
The following is a quantum chemistry calculation of a molecular structure, C24H36GdN5O2SSi2, from the Open Molecules 2025 dataset.

The LUMO energy (alpha / beta) comes out at 0.35 / 0.38 eV. The electronic energy comes out at -84442.9977 eV. As for the spin multiplicity: 8. For the relative energy (zero: lowest compared OMol25 entry of this formula, charge and spin), the calculation gives 0.0 kcal/mol. As for the expectation value of S²: 16.08. As for the HOMO energy (alpha / beta): -6.16 / -6.46 eV. The HOMO-LUMO gap (alpha / beta) comes out at 6.5 / 6.8 eV.

Last column: Löwdin charge in e.
CARTESIAN COORDINATES (ANGSTROEM)
Gd: -1.1737 -0.0766 -0.0802  1.18
C: 1.2713 2.4517 -2.1650  -0.25
Si: 1.2550 0.7430 -1.3067  0.47
C: 2.3005 -0.3015 -2.4970  -0.25
C: 2.4062 1.0143 0.2087  -0.32
C: 3.6668 1.5590 -0.0867  -0.12
C: 4.6159 1.8107 0.8898  -0.10
C: 4.3196 1.5183 2.2158  -0.10
C: 3.0792 0.9897 2.5333  -0.13
C: 2.0979 0.7287 1.5630  -0.32
Si: 0.4360 0.0357 2.2579  0.47
C: 0.0542 1.2681 3.6644  -0.25
C: 0.9804 -1.5298 3.1823  -0.26
H: 2.1945 2.5726 -2.7401  0.02
H: 1.2379 3.2621 -1.4317  -0.01
H: 0.4328 2.5761 -2.8577  0.02
H: 3.2633 0.1807 -2.6889  0.02
H: 1.7821 -0.4216 -3.4532  0.02
H: 2.4981 -1.3019 -2.0979  0.00
H: 3.9156 1.7957 -1.1175  0.09
H: 5.5788 2.2292 0.6202  0.10
H: 5.0491 1.7035 2.9958  0.10
H: 2.8655 0.7778 3.5774  0.09
H: 0.6570 1.0436 4.5495  0.02
H: -0.9980 1.2470 3.9640  0.01
H: 0.3002 2.2859 3.3479  0.00
H: 1.8031 -1.3055 3.8682  0.02
H: 1.3253 -2.2977 2.4826  0.00
H: 0.1574 -1.9572 3.7632  0.02
O: -1.4986 2.2552 0.0130  -0.70
S: -0.7628 3.5033 0.4796  0.98
C: -1.7554 4.0957 1.8860  -0.29
C: -2.3308 5.4554 1.5014  -0.22
C: -2.6379 5.3651 0.0085  -0.22
C: -1.3666 4.8099 -0.6198  -0.30
H: -1.1371 4.0935 2.7807  0.08
H: -2.5262 3.3276 1.9756  0.10
H: -1.5895 6.2388 1.6792  0.12
H: -3.2101 5.6941 2.0990  0.12
H: -2.9059 6.3301 -0.4206  0.12
H: -3.4675 4.6763 -0.1680  0.12
H: -0.5733 5.5566 -0.6940  0.10
H: -1.4982 4.3270 -1.5870  0.10
N: -5.3164 1.6928 0.6552  0.18
C: -4.3491 0.9925 0.0157  -0.54
O: -3.5017 0.3504 0.6798  -0.15
C: -4.3169 1.0408 -1.4192  -0.21
C: -5.1758 1.8821 -2.1637  -0.24
N: -5.8757 2.6172 -2.7149  0.13
C: -3.2754 0.2963 -1.9821  -0.23
N: -2.3441 -0.3533 -2.2293  0.06
H: -6.0862 2.0875 0.1422  0.10
H: -5.4068 1.5582 1.6467  0.11
N: -0.9846 -2.5667 -0.2751  0.09
C: -0.4507 -3.5656 -0.5077  -0.23
N: 0.1618 -4.6969 -0.7530  -0.08
C: 1.6276 -4.7806 -0.5663  -0.13
C: 2.2562 -5.3508 -1.8260  -0.17
C: 1.7170 -6.7639 -2.1291  -0.18
C: 0.3327 -6.9944 -1.5044  -0.18
C: -0.5130 -5.7352 -1.5592  -0.13
H: 1.8429 -5.4098 0.2992  0.13
H: 1.9995 -3.7806 -0.3520  0.12
H: 3.3394 -5.3634 -1.7055  0.12
H: 2.0385 -4.6731 -2.6539  0.12
H: 2.4090 -7.5205 -1.7578  0.11
H: 1.6547 -6.8997 -3.2097  0.11
H: 0.4305 -7.3034 -0.4613  0.12
H: -0.1950 -7.7951 -2.0219  0.12
H: -1.5077 -5.9014 -1.1495  0.13
H: -0.6228 -5.3933 -2.5924  0.13

***

Entry 4:
The following is a quantum chemistry calculation of 3 unconnected molecules or ions with the total composition C36H26N4O7S at a distorted geometry, from the Open Molecules 2025 dataset.

The LUMO energy comes out at -1.33 eV. The electronic energy comes out at -68878.8774 eV. As for the HOMO energy: -9.46 eV. The HOMO-LUMO gap comes out at 8.1 eV.

Last column: Löwdin charge in e.
CARTESIAN COORDINATES (ANGSTROEM)
C: -2.3035 -1.5239 -1.3172  0.01
C: -3.1943 -1.7527 -2.2672  -0.16
C: -3.0930 -1.3777 -3.7208  -0.16
N: -1.8274 -0.7647 -4.1063  -0.03
C: -0.6143 -1.3608 -3.9847  -0.27
N: -0.2855 -2.5974 -4.2016  0.13
O: -1.2715 -3.4962 -4.6216  0.08
C: -1.7102 -4.2497 -3.6361  -0.28
N: -2.0630 -4.7861 -2.6815  0.22
C: 1.2052 -3.1551 -4.0597  -0.65
O: 1.9826 -2.6312 -4.8229  0.08
O: 1.2531 -4.0286 -3.2068  0.05
N: 0.3538 -0.4285 -3.6415  0.10
C: -0.1263 0.8291 -4.2054  -0.14
C: -1.6999 0.6837 -4.2749  -0.56
S: -2.5124 1.7286 -3.0598  0.82
H: -1.3752 -0.9855 -1.4592  0.05
H: -2.4891 -1.8824 -0.3134  0.07
H: -4.1209 -2.2418 -1.9865  0.11
H: -3.3421 -2.2511 -4.3238  0.12
H: -3.8758 -0.6459 -3.9319  0.12
H: 0.5944 -0.4210 -2.6619  0.15
H: 0.3358 1.0194 -5.1723  0.13
H: 0.2033 1.6049 -3.5174  0.10
H: -1.9353 0.9678 -5.2969  0.12
H: -1.9707 1.2306 -1.9395  -0.12
C: -2.9227 6.7294 -0.7827  -0.05
C: -2.5277 7.8559 -0.0687  -0.05
C: -1.2079 8.0040 0.3232  0.00
C: -0.2779 7.0207 0.0119  -0.08
C: -0.6785 5.8800 -0.6867  -0.08
C: -2.0011 5.7434 -1.0909  0.00
C: 0.2897 4.7923 -0.9952  -0.27
O: -0.0627 3.8034 -1.6080  0.07
C: 1.6941 4.9473 -0.5264  -0.08
C: 2.6043 3.9228 -0.7562  0.00
C: 3.9170 4.0556 -0.3375  -0.05
C: 4.3293 5.2172 0.3066  -0.05
C: 3.4263 6.2401 0.5427  0.00
C: 2.1053 6.1067 0.1352  -0.08
C: 1.1420 7.2061 0.4266  -0.28
O: 1.5006 8.2193 0.9873  0.11
H: -3.9529 6.6204 -1.0951  0.11
H: -3.2520 8.6202 0.1801  0.11
H: -0.8923 8.8796 0.8735  0.12
H: -2.3012 4.8630 -1.6430  0.11
H: 2.2793 3.0235 -1.2605  0.11
H: 4.6225 3.2544 -0.5135  0.11
H: 5.3572 5.3217 0.6277  0.11
H: 3.7388 7.1443 1.0466  0.12
C: 0.6343 -4.3330 0.1933  -0.04
C: -0.7030 -4.6133 0.4616  -0.06
C: -1.1345 -4.7760 1.7680  0.00
C: -0.2296 -4.6681 2.8171  -0.09
C: 1.1170 -4.4060 2.5490  -0.09
C: 1.5410 -4.2307 1.2367  0.00
C: 2.1149 -4.3275 3.6515  -0.28
O: 3.2838 -4.0925 3.4263  0.10
C: 1.6374 -4.5518 5.0470  -0.08
C: 2.5576 -4.5360 6.0878  0.00
C: 2.1313 -4.7297 7.3906  -0.06
C: 0.7819 -4.9323 7.6613  -0.06
C: -0.1386 -4.9532 6.6275  0.00
C: 0.2858 -4.7714 5.3171  -0.08
C: -0.7166 -4.8279 4.2144  -0.28
O: -1.8941 -5.0022 4.4534  0.10
H: 0.9640 -4.2024 -0.8310  0.09
H: -1.4054 -4.7036 -0.3560  0.07
H: -2.1730 -4.9898 1.9819  0.12
H: 2.5827 -4.0195 1.0376  0.12
H: 3.6043 -4.3747 5.8698  0.12
H: 2.8503 -4.7219 8.1994  0.11
H: 0.4501 -5.0774 8.6810  0.11
H: -1.1888 -5.1142 6.8288  0.12

***

Entry 5:
The following is a quantum chemistry calculation of C11H12O2 in the gas phase at a distorted geometry, from the Open Molecules 2025 dataset.

The LUMO energy comes out at 0.92 eV. Its structure (SMILES) is C[C@H]1C=C[C@@H](c2ccccc2)OO1. The electronic energy comes out at -15691.5865 eV. For the relative energy (zero: lowest compared OMol25 entry of this formula, charge and spin), the calculation gives 125.9 kcal/mol. As for the HOMO energy: -8.89 eV. The HOMO-LUMO gap comes out at 9.8 eV.

Last column: Löwdin charge in e.
CARTESIAN COORDINATES (ANGSTROEM)
C: 2.9690 -1.1146 -1.0980  -0.05
C: 2.6352 -0.2678 0.0887  -0.42
C: 0.1663 0.8905 1.1564  -0.28
C: 1.0461 1.6983 0.0646  0.04
C: 2.1777 1.0517 -0.3417  -0.06
C: -1.0408 0.3089 0.5184  -0.18
C: -2.0012 1.1329 0.0000  -0.11
C: -3.1634 0.7719 -0.5424  -0.10
C: -3.5759 -0.5915 -0.3742  -0.07
C: -2.6952 -1.4357 0.2887  -0.11
C: -1.4456 -1.0501 0.7399  0.00
H: 3.0437 -2.2447 -0.8060  0.12
H: 2.3965 -1.1110 -1.9726  0.06
H: 4.1113 -0.9221 -1.2443  0.12
H: 3.5136 -0.2522 0.8225  0.17
H: -0.2060 1.4358 2.1133  0.19
H: 0.4656 2.5651 -0.4484  0.12
H: 2.8207 1.4170 -1.1863  0.13
H: -1.6055 2.2153 -0.0790  0.13
H: -3.8206 1.5165 -1.0583  0.12
H: -4.5543 -0.9623 -0.8879  0.13
H: -2.9437 -2.4357 0.4825  0.08
H: -0.8680 -1.7436 1.3092  0.11
O: 1.5146 -0.8616 0.7159  -0.09
O: 1.0600 -0.0110 1.7388  -0.07

***

Entry 6:
The following is a quantum chemistry calculation of a molecular structure, C11H16N2 at a distorted geometry, from the Open Molecules 2025 dataset.

The LUMO energy comes out at 0.70 eV. The electronic energy comes out at -14637.8501 eV. For the relative energy (zero: lowest compared OMol25 entry of this formula, charge and spin), the calculation gives 212.3 kcal/mol. As for the HOMO energy: -8.61 eV. The HOMO-LUMO gap comes out at 9.3 eV.

Last column: Löwdin charge in e.
CARTESIAN COORDINATES (ANGSTROEM)
C: 1.3409 2.6108 1.2322  -0.11
C: 0.2932 2.6521 -0.1318  -0.19
C: 0.7744 0.2255 -0.7478  -0.42
C: 1.3466 -2.0525 -0.6553  -0.34
C: 2.4767 -2.6823 0.2551  -0.13
C: -0.6020 0.0724 -0.4047  -0.27
C: -1.6834 0.4683 -1.2027  -0.02
C: -2.9813 -0.0571 -0.8998  -0.11
C: -3.2876 -0.7581 0.1659  -0.17
C: -2.2884 -1.2279 0.9238  -0.08
C: -1.0466 -0.6450 0.6128  -0.09
H: 0.7418 1.9347 1.7873  -0.02
H: 2.5356 1.9696 0.7257  0.18
H: 1.3408 3.7808 1.7664  0.12
H: -0.8383 2.4453 0.5661  0.18
H: 0.3451 3.6077 -0.8021  0.11
H: 1.8773 1.9694 -0.9172  0.09
H: 1.3729 -2.5923 -1.6871  0.13
H: 0.3919 -2.0618 -0.3074  0.02
H: 1.7907 -3.7531 0.6877  0.14
H: 3.5371 -2.7350 -0.2146  0.07
H: 2.5500 -1.7109 1.1259  0.12
H: -1.6517 1.2816 -2.0404  0.15
H: -3.8914 0.4188 -1.6670  0.17
H: -4.1693 -1.2764 0.4939  0.11
H: -2.5335 -1.7246 1.8945  0.13
H: -0.4264 -1.0528 1.4811  0.14
N: 0.9442 1.5248 -1.0792  0.00
N: 1.7408 -0.6320 -0.9612  0.09

***

Entry 7:
The following is a quantum chemistry calculation of 2 unconnected molecules or ions with the total composition C6H10N2O2S at a distorted geometry, from the Open Molecules 2025 dataset.

The LUMO energy (alpha / beta) comes out at 0.29 / -0.13 eV. The electronic energy comes out at -24288.8682 eV. For the relative energy (zero: lowest compared OMol25 entry of this formula, charge and spin), the calculation gives 160.0 kcal/mol. As for the HOMO energy (alpha / beta): -7.38 / -6.27 eV. The HOMO-LUMO gap (alpha / beta) comes out at 7.7 / 6.1 eV.

Last column: Löwdin charge in e.
CARTESIAN COORDINATES (ANGSTROEM)
C: -0.9818 1.6335 0.6937  -0.02
C: -0.5456 2.7651 0.0651  -0.07
C: -1.4801 -0.7870 0.0104  -0.57
C: -0.9074 0.5705 -0.2117  -0.20
C: 2.2916 0.0128 1.0625  -0.38
C: 0.7555 -1.8059 -0.1737  -0.39
N: -0.2826 1.0670 -1.3530  0.09
N: -1.7068 -1.6083 -1.0800  0.06
O: -1.7728 -1.0649 1.1934  -0.01
O: -0.0233 2.4264 -1.1235  -0.01
S: 2.1800 -0.8043 -0.5952  0.73
H: -1.3031 1.6026 1.7820  0.15
H: -0.5495 3.7604 0.2021  0.09
H: 3.1273 0.7402 1.0992  0.03
H: 2.4233 -0.9090 1.7698  0.07
H: 1.3230 0.6415 1.1568  0.04
H: 0.4902 -2.4993 -0.9875  0.01
H: 0.8612 -2.2647 0.8519  0.05
H: 0.3292 0.5440 -1.9038  0.08
H: -2.5108 -1.4234 -1.7207  0.12
H: -1.7176 -2.5970 -0.7378  0.11

***

Entry 8:
The following is a quantum chemistry calculation of 6 unconnected molecules or ions with the total composition CH14O5 at a distorted geometry, from the Open Molecules 2025 dataset.

The LUMO energy (alpha / beta) comes out at -3.42 / -11.39 eV. The electronic energy comes out at -11489.4800 eV. As for the spin multiplicity: 2. Its net charge is +1. For the relative energy (zero: lowest compared OMol25 entry of this formula, charge and spin), the calculation gives 34.4 kcal/mol. As for the expectation value of S²: 0.76. As for the HOMO energy (alpha / beta): -15.41 / -14.81 eV. The HOMO-LUMO gap (alpha / beta) comes out at 12.0 / 3.4 eV.

Last column: Löwdin charge in e.
CARTESIAN COORDINATES (ANGSTROEM)
C: -1.4045 -1.7463 -2.6300  -0.06
H: -1.6191 -2.6996 -2.2275  -0.01
H: -2.4419 -1.5978 -3.1802  0.07
H: -0.6061 -1.8198 -3.4606  0.05
H: -0.9403 -0.9554 -2.0389  -0.03
H: 0.2103 -0.7875 1.2830  0.09
H: -1.3052 -0.6145 1.1811  0.10
O: -0.5357 -0.2667 1.6732  0.11
H: 3.9173 -0.3444 0.9870  0.03
H: 2.7399 -0.1574 1.8969  0.07
O: 3.0218 -0.5305 1.0267  0.09
H: -2.9202 2.1890 -1.0084  0.08
H: -2.2305 0.9083 -0.8459  -0.01
O: -2.7617 1.4927 -0.3390  0.02
H: 0.9822 1.4005 4.5529  0.08
H: 0.7976 0.9731 3.1236  -0.03
O: 1.4026 0.9791 3.8054  0.08
H: 1.8067 0.7845 -1.7144  0.13
H: 0.8928 1.8743 -0.9739  0.08
O: 0.9939 0.9185 -1.1111  0.05

***

Q: Which formula does entry 7 have?
A: C6H10N2O2S

***

Q: electronic energy of number 6 (C11H16N2)?
A: -14637.8501 eV